(1)
{
  "formula": "C4H8P2",
  "method": "wB97M-V/def2-TZVPD",
  "species": ["C", "C", "C", "C", "P", "P", "H", "H", "H", "H", "H", "H", "H", "H"],
  "xyz": [[-0.310, 0.367, -0.436], [-1.532, -0.066, 0.092], [0.942, -0.172, 0.067], [-2.869, 0.545, -0.160], [2.665, 0.734, -0.638], [4.226, -0.521, 0.203], [-0.273, 1.112, -1.166], [-1.355, -0.853, 0.702], [0.781, -0.733, 0.975], [-2.796, 1.642, -0.311], [-3.563, 0.088, 0.577], [-3.507, 0.276, -1.090], [3.927, -0.743, 1.476], [3.666, -1.677, -0.290]],
  "forces_ev_per_angstrom": [[1.545, -1.857, 1.928], [0.933, 2.523, -2.887], [-0.930, 2.612, -1.926], [-1.425, -0.847, -1.190], [-2.413, -1.122, 1.266], [1.519, 0.897, -2.205], [0.004, 1.168, -1.201], [-0.468, -2.456, 2.176], [0.838, -0.411, 0.180], [-0.297, -0.541, 0.970], [0.292, 1.349, 0.205], [1.669, -0.199, 0.691], [-0.970, -0.242, 2.169], [-0.298, -0.875, -0.177]],
  "multiplicity": 3,
  "mol_weight_g_mol": 118.06,
  "e_above_lowest_kj_mol": 37.77,
  "s_squared": 2.039,
  "total_charge": 0,
  "e_tot_ha": -839.73268,
  "orbital_gap_ev": [8.18, 7.47]
}

***

(2)
{
  "formula": "C3H13NO3",
  "method": "wB97M-V/def2-TZVPD",
  "species": ["C", "C", "O", "C", "N", "H", "H", "H", "H", "H", "H", "H", "H", "H", "O", "H", "H", "O", "H", "H"],
  "xyz": [[0.037, 2.103, 0.008], [-0.204, 0.676, -0.468], [-0.570, 0.729, -1.861], [-1.299, -0.009, 0.299], [-1.459, -1.447, 0.111], [0.261, 2.135, 1.075], [0.819, 2.620, -0.543], [-0.898, 2.670, -0.056], [0.717, 0.082, -0.398], [0.227, 0.988, -2.344], [-1.210, 0.261, 1.372], [-2.205, 0.561, 0.071], [-0.525, -1.831, 0.036], [-1.815, -1.847, 0.969], [3.147, -1.771, -5.383], [3.171, -2.066, -6.311], [3.351, -0.840, -5.524], [-0.348, -1.231, 6.554], [-0.229, -1.212, 5.596], [-0.969, -0.573, 6.797]],
  "forces_ev_per_angstrom": [[-0.656, -0.044, 0.842], [0.554, 0.123, -0.784], [0.171, -0.198, 0.157], [-0.910, 1.063, 1.187], [0.450, 0.240, -0.148], [0.403, -0.130, 0.005], [0.016, -0.082, -0.091], [0.104, -0.030, -0.396], [0.061, 0.040, 0.191], [-0.285, -0.075, 0.018], [0.576, -0.218, -0.234], [-0.300, -0.427, -0.528], [0.067, -0.226, -0.216], [-0.256, -0.042, -0.002], [0.137, 0.161, -1.018], [-0.126, -0.327, 0.560], [-0.005, 0.171, 0.458], [1.086, -1.155, -0.399], [-0.213, 0.190, 0.326], [-0.873, 0.966, 0.073]],
  "mol_weight_g_mol": 111.14,
  "e_above_lowest_kj_mol": 97.55,
  "total_charge": 0,
  "smiles": "C[C@H](O)CN.O.O",
  "e_tot_ha": -402.54328,
  "orbital_gap_ev": 9.83
}

***

(3)
{
  "formula": "C34H31BrN5O2PPbS",
  "method": "wB97M-V/def2-TZVPD",
  "species": ["Pb", "C", "C", "N", "C", "S", "N", "N", "C", "C", "C", "C", "C", "C", "C", "N", "H", "H", "H", "H", "H", "H", "H", "H", "H", "H", "H", "H", "H", "Br", "C", "C", "C", "C", "C", "N", "C", "O", "O", "H", "H", "H", "C", "C", "C", "C", "C", "C", "P", "C", "C", "C", "C", "C", "C", "C", "C", "C", "C", "C", "C", "H", "H", "H", "H", "H", "H", "H", "H", "H", "H", "H", "H", "H", "H", "H"],
  "xyz": [[-0.325, 0.918, -0.901], [-2.198, 2.893, 4.775], [-2.727, 3.128, 3.365], [-1.709, 3.629, 2.453], [-0.831, 2.874, 1.751], [-1.086, 1.153, 1.663], [0.179, 3.555, 1.237], [0.963, 2.814, 0.415], [2.140, 3.263, 0.165], [2.643, 4.532, 0.790], [2.991, 2.467, -0.765], [4.310, 2.823, -1.043], [5.076, 2.011, -1.865], [4.513, 0.872, -2.413], [3.186, 0.609, -2.115], [2.449, 1.372, -1.317], [-2.978, 2.463, 5.408], [-1.356, 2.198, 4.748], [-1.864, 3.826, 5.233], [-3.118, 2.202, 2.952], [-3.543, 3.852, 3.375], [-1.400, 4.582, 2.575], [2.276, 4.595, 1.811], [3.727, 4.604, 0.793], [2.236, 5.396, 0.257], [4.738, 3.720, -0.624], [6.106, 2.270, -2.074], [5.077, 0.209, -3.053], [2.684, -0.255, -2.543], [-1.383, 4.593, -1.740], [-2.867, 3.562, -1.141], [-4.027, 4.208, -0.755], [-5.077, 3.408, -0.330], [-4.930, 2.031, -0.320], [-3.720, 1.487, -0.715], [-2.699, 2.259, -1.111], [-3.534, -0.037, -0.720], [-4.553, -0.698, -0.552], [-2.348, -0.470, -0.907], [-4.097, 5.285, -0.789], [-6.006, 3.865, -0.011], [-5.721, 1.358, -0.020], [4.705, -2.573, 0.608], [3.968, -1.507, 1.106], [2.636, -1.360, 0.744], [2.019, -2.283, -0.104], [2.768, -3.350, -0.596], [4.103, -3.493, -0.243], [0.252, -1.956, -0.458], [-0.612, -3.034, 0.736], [-0.325, -4.397, 0.805], [-0.978, -5.202, 1.721], [-1.931, -4.653, 2.574], [-2.230, -3.302, 2.500], [-1.573, -2.492, 1.580], [-0.103, -2.758, -2.052], [-1.409, -3.184, -2.301], [-1.749, -3.694, -3.544], [-0.799, -3.777, -4.554], [0.496, -3.336, -4.320], [0.841, -2.822, -3.076], [5.748, -2.687, 0.878], [4.429, -0.786, 1.770], [2.063, -0.518, 1.125], [2.314, -4.074, -1.262], [4.675, -4.326, -0.632], [0.411, -4.832, 0.138], [-0.750, -6.260, 1.770], [-2.447, -5.284, 3.286], [-2.984, -2.873, 3.147], [-1.837, -1.445, 1.497], [-2.161, -3.088, -1.528], [-2.766, -4.020, -3.727], [-1.068, -4.177, -5.523], [1.241, -3.392, -5.104], [1.858, -2.490, -2.904]],
  "forces_ev_per_angstrom": [[-0.570, -0.019, -0.286], [-0.014, -0.042, -0.015], [0.148, 0.042, -0.026], [-0.126, -0.075, 0.111], [0.232, 0.119, 0.075], [0.058, 0.028, -0.012], [-0.215, -0.150, 0.044], [0.320, -0.095, -0.046], [0.010, 0.049, -0.013], [-0.024, -0.018, -0.086], [-0.034, 0.008, 0.044], [0.020, 0.023, -0.013], [0.032, 0.047, 0.023], [0.002, 0.003, -0.014], [-0.126, 0.038, 0.013], [0.109, -0.083, 0.126], [0.035, 0.031, -0.018], [-0.036, 0.012, 0.009], [0.012, -0.013, -0.010], [-0.037, -0.033, -0.059], [-0.025, 0.027, 0.001], [-0.023, 0.022, -0.044], [-0.007, 0.007, 0.043], [-0.011, 0.002, 0.012], [0.020, -0.004, 0.013], [0.023, -0.036, -0.023], [-0.024, 0.007, 0.006], [-0.013, 0.004, -0.001], [0.035, 0.013, 0.049], [-0.035, -0.013, -0.042], [0.076, -0.028, 0.084], [-0.079, 0.016, -0.006], [0.009, 0.073, 0.019], [-0.050, 0.014, -0.003], [0.092, 0.034, -0.056], [-0.031, -0.078, 0.034], [0.010, -0.098, -0.011], [0.121, -0.045, 0.028], [-0.012, 0.246, -0.009], [-0.004, -0.008, 0.001], [0.020, -0.017, -0.019], [0.019, 0.006, -0.006], [-0.051, 0.030, -0.012], [-0.022, -0.033, -0.032], [0.001, -0.020, 0.007], [0.004, 0.110, -0.024], [0.058, -0.056, 0.059], [-0.029, 0.034, 0.005], [0.143, -0.220, 0.241], [-0.005, 0.025, -0.045], [0.026, -0.019, 0.036], [-0.013, 0.014, 0.006], [0.015, 0.034, -0.033], [0.012, -0.034, -0.026], [-0.069, 0.068, -0.007], [0.018, 0.036, -0.073], [0.010, 0.014, 0.018], [0.000, 0.001, 0.000], [0.035, 0.013, 0.005], [-0.045, -0.001, 0.025], [-0.010, 0.001, -0.060], [-0.019, -0.004, 0.001], [-0.013, -0.017, -0.023], [0.035, -0.035, -0.015], [-0.001, 0.004, 0.041], [-0.007, 0.006, 0.002], [-0.003, 0.015, 0.014], [-0.005, 0.017, -0.003], [0.007, 0.002, 0.001], [0.006, 0.004, -0.006], [0.023, -0.044, -0.001], [0.008, -0.011, -0.029], [0.032, 0.012, 0.015], [0.003, 0.008, 0.019], [-0.007, 0.005, 0.009], [-0.043, 0.023, -0.027]],
  "mol_weight_g_mol": 891.80,
  "e_above_lowest_kj_mol": 32.62,
  "total_charge": 0,
  "e_tot_ha": -5244.97175,
  "orbital_gap_ev": 7.62
}

***

(4)
{
  "formula": "C9H23AgNO3P2SSi",
  "method": "wB97M-V/def2-TZVPD",
  "species": ["C", "C", "C", "O", "C", "Si", "C", "O", "N", "O", "P", "S", "P", "C", "C", "C", "C", "H", "H", "H", "H", "H", "H", "H", "H", "H", "H", "H", "H", "H", "H", "H", "H", "H", "H", "H", "H", "H", "H", "H", "Ag"],
  "xyz": [[3.733, 1.558, 0.382], [3.977, 1.275, -1.095], [3.233, 0.068, -1.652], [1.876, 0.003, -1.214], [1.616, -0.958, -0.225], [-0.254, -1.089, -0.115], [-0.675, -1.623, 1.695], [-0.424, -3.065, 1.845], [-1.164, -3.554, 2.868], [-1.958, -4.376, 2.511], [-0.897, -2.645, -1.632], [0.371, -2.594, -3.121], [-1.218, 0.834, -0.625], [-0.369, 2.167, 0.321], [-1.195, 3.469, 0.271], [-2.935, 0.777, 0.072], [-3.842, -0.135, -0.760], [4.312, 0.878, 1.007], [4.035, 2.574, 0.626], [2.679, 1.466, 0.639], [3.712, 2.143, -1.699], [5.043, 1.106, -1.253], [3.748, -0.871, -1.436], [3.184, 0.162, -2.736], [2.012, -1.945, -0.494], [2.042, -0.687, 0.751], [-1.725, -1.412, 1.925], [-0.036, -1.076, 2.389], [-0.962, -3.910, -1.020], [-2.216, -2.362, -2.017], [-0.224, 1.887, 1.365], [0.606, 2.349, -0.122], [-1.720, 3.647, 1.205], [-0.538, 4.315, 0.086], [-1.920, 3.460, -0.543], [-2.924, 0.423, 1.107], [-3.329, 1.789, 0.052], [-3.583, -1.182, -0.600], [-3.741, 0.090, -1.819], [-4.877, 0.010, -0.455], [-3.456, -2.966, 3.512]],
  "forces_ev_per_angstrom": [[0.128, 0.009, -0.064], [-0.073, 0.001, 0.014], [0.080, 0.075, -0.284], [-0.013, 0.101, 0.059], [-0.104, -0.169, 0.016], [-0.012, 0.090, 0.474], [0.453, 0.026, 0.178], [-0.470, -0.566, -0.287], [-0.060, 1.028, 0.009], [0.495, -0.709, -0.282], [0.723, -0.018, -0.838], [-0.091, 0.032, 0.189], [-0.168, 0.483, -1.081], [-0.247, 0.135, 0.576], [0.145, -0.065, -0.198], [0.200, -0.612, 0.172], [0.175, 0.175, 0.307], [-0.067, -0.049, 0.115], [0.082, 0.018, 0.067], [-0.056, 0.005, 0.000], [-0.082, 0.093, 0.074], [0.059, 0.045, -0.111], [-0.061, -0.071, 0.189], [0.039, -0.100, -0.076], [0.113, -0.010, -0.065], [0.022, 0.021, 0.061], [-0.069, -0.056, -0.051], [-0.046, 0.053, 0.093], [-0.357, 0.050, 0.238], [-0.206, -0.139, 0.277], [0.201, 0.014, 0.041], [0.076, -0.308, -0.118], [-0.117, -0.009, 0.013], [0.023, 0.086, 0.088], [-0.048, 0.046, -0.035], [-0.158, 0.255, 0.159], [0.097, 0.109, 0.086], [-0.046, -0.090, -0.097], [-0.084, -0.051, -0.086], [-0.109, -0.076, -0.103], [-0.365, 0.150, 0.283]],
  "mol_weight_g_mol": 423.26,
  "total_charge": 1,
  "e_tot_ha": -2154.09898,
  "orbital_gap_ev": 4.24
}